C48H23F15GeN7ReS as an isolated structure at a distorted geometry, computed with ωB97M-V with the def2-TZVPD basis set.

Geometry as XYZ:
```
96
Properties=species:S:1:pos:R:3
Re -1.78 -0.10 -0.34
C -1.67 -4.26 -1.83
C -2.76 -4.27 -2.75
C -3.65 -3.22 -2.73
C -3.54 -2.28 -1.70
N -2.41 -2.07 -1.02
C -1.53 -3.08 -1.07
N -4.70 -1.53 -1.50
C -4.86 -0.54 -0.70
N -3.83 0.21 -0.02
C -4.39 1.31 0.55
N -3.85 2.38 1.06
C -2.56 2.71 1.05
C -2.30 4.02 1.50
C -1.03 4.57 1.41
C 0.03 3.74 1.02
C -0.28 2.42 0.76
N -1.52 1.92 0.66
C -5.87 1.21 0.35
C -6.88 1.96 0.95
C -8.16 1.38 0.97
C -8.47 0.28 0.15
C -7.45 -0.32 -0.55
C -6.12 0.08 -0.42
H -1.01 -5.12 -1.67
H -2.84 -4.95 -3.59
H -4.57 -3.20 -3.33
H -0.72 -3.05 -0.39
H -3.17 4.64 1.70
H -0.81 5.62 1.67
H 1.08 4.04 0.99
H 0.51 1.76 0.54
H -6.70 2.93 1.41
H -8.87 1.78 1.69
H -9.51 -0.05 0.01
H -7.70 -1.18 -1.18
C -1.85 -1.49 2.83
N -1.09 -1.05 1.64
C 0.16 -0.85 1.48
C 1.69 0.11 -1.69
C 1.25 0.96 -2.73
C 0.08 1.11 -3.54
C -1.26 0.71 -3.27
N -1.59 0.30 -2.02
C -1.95 -0.41 3.92
C -3.18 -0.06 4.48
C -3.21 1.07 5.27
C -2.07 1.72 5.67
C -0.83 1.28 5.24
C -0.77 0.27 4.31
H -1.32 -2.41 3.29
H -2.86 -1.73 2.43
H 0.92 -0.78 2.24
H 2.06 1.64 -3.12
H 0.27 1.58 -4.55
H -2.03 0.77 -4.07
H -4.09 -0.63 4.36
H -4.13 1.47 5.70
H -2.13 2.63 6.27
H 0.08 1.76 5.66
H 0.23 -0.09 4.03
F 6.00 -0.72 -3.31
C 5.71 0.60 -3.07
C 4.69 0.96 -2.23
C 4.55 2.32 -1.93
F 3.71 2.72 -0.89
C 5.37 3.28 -2.52
F 5.16 4.60 -2.34
C 6.37 2.86 -3.35
F 7.34 3.75 -3.71
C 6.53 1.54 -3.66
F 7.55 1.12 -4.42
Ge 3.54 -0.34 -1.30
S 0.58 -0.76 -0.42
C 4.19 -0.15 0.60
C 5.47 -0.54 0.86
F 6.22 -1.25 -0.08
C 6.14 -0.26 2.04
F 7.36 -0.73 2.32
C 5.48 0.40 3.10
F 5.93 0.34 4.37
C 4.19 0.88 2.81
F 3.51 1.52 3.79
C 3.58 0.59 1.61
F 2.32 1.14 1.48
C 3.59 -2.22 -1.91
C 3.50 -2.48 -3.27
F 3.28 -1.56 -4.24
C 3.61 -3.76 -3.74
F 3.67 -4.01 -5.04
C 3.68 -4.78 -2.85
F 3.94 -6.03 -3.31
C 3.64 -4.60 -1.49
F 3.81 -5.62 -0.65
C 3.59 -3.29 -1.03
F 3.67 -3.13 0.32
```

Gap between HOMO and LUMO (alpha / beta): 5.69 / 6.65 eV
⟨S²⟩: 3.847
2S+1: 4
LUMO level (alpha / beta): -0.1363 / -0.1474 Eh
Net charge: +1
Energy relative to the best compared isomer or geometry (same formula, charge and spin): 5.678 eV